ORCA calculation (wB97M-V/def2-TZVPD) on a 2-piece molecular cluster, C4H12N2O overall.

ΔE to the lowest compared entry with this formula, charge and spin = 0.863 eV
Frontier orbital gap (spin up / spin down) = 9.4 / 5.7 eV
Total charge = +1
2S+1 = 2
HOMO (spin up / spin down) = -0.493 / -0.492 hartree

Geometry (Å):
O 3.12050 -1.87931 -0.31178
N -2.02161 -0.15154 0.44887
N -0.14322 2.37450 0.69280
C -0.78285 -0.51882 0.19224
C -0.25717 1.80570 -0.65294
C -0.00820 0.28812 -0.79726
C -0.21549 -1.60666 0.85902
H 0.43007 1.82249 1.31632
H 1.06737 0.11458 -0.70930
H 2.26181 -2.22312 -0.59803
H -0.31405 -0.05379 -1.79032
H 3.77836 -2.43625 -0.74625
H 0.85351 -1.75856 0.79474
H -1.05998 2.37388 1.11451
H -1.25207 2.03592 -1.05960
H -0.68889 -2.04244 1.72697
H -2.51237 -0.65365 1.17507
H 0.35019 2.40009 -1.31968
H -2.60594 0.10886 -0.33538

Cartesian forces, eV/Å:
-0.6 0.0 0.0
-0.5 -1.2 -0.1
-0.6 -0.6 -0.2
0.6 0.5 -0.5
-0.9 0.5 -0.1
0.3 0.3 -0.2
0.8 0.7 1.4
0.4 0.1 -0.1
-0.1 -0.4 0.1
0.6 -0.1 -0.2
0.1 0.1 -0.2
-0.1 0.1 0.1
0.0 -0.3 -0.3
-0.1 0.3 0.2
0.0 0.0 0.4
-0.4 -0.4 -0.2
-0.2 -0.1 0.1
0.8 -0.4 -0.3
0.0 1.0 0.1

Löwdin population analysis, charges in e, atoms 1 to 5: -0.059 0.253 0.025 -0.306 -0.256

ORCA calculation (wB97M-V/def2-TZVPD) on C20H16ClNO2Re as an isolated structure.

Frontier orbital gap (spin up / spin down) = 6.4 / 4.5 eV
Total charge = +3
HOMO (spin up / spin down) = -0.664 / -0.661 hartree

Geometry (Å):
Re 1.21029 0.53321 -0.56654
Cl -1.28029 3.27386 5.51746
O 1.24550 2.53318 -0.24633
O 1.67334 0.54851 1.37609
N 1.81448 0.22647 -2.49370
C -0.53394 2.46470 4.23324
C 1.77278 -3.45702 -1.69166
C -4.13511 0.87438 -1.50778
C 0.71461 3.09185 0.85490
C -0.18067 1.12066 4.40829
C -0.29300 3.15069 3.06946
C -2.52419 -1.29891 -0.79443
C 1.33506 -2.17017 -2.04608
C -0.51884 0.20054 -0.84523
C 2.12909 -1.01987 -1.81428
C -4.67564 -0.45705 -1.40668
C 3.43386 -1.16076 -1.32025
C -2.78296 1.05039 -1.43430
C -1.85090 -0.00234 -1.02309
C 3.07827 -3.56564 -1.13755
C 0.40506 2.41395 2.01761
C 0.76413 1.08657 2.24062
C -3.85612 -1.53373 -1.00917
C 0.44430 0.42787 3.45819
C 3.87340 -2.41450 -0.92615
H -0.47092 0.74449 5.37802
H -4.85877 1.62409 -1.61142
H 1.06052 0.05787 -3.18541
H 0.76776 -0.58680 3.56226
H -0.56281 4.16506 2.97228
H 3.37732 -4.55160 -0.71977
H -5.70140 -0.60049 -1.74246
H 0.56988 4.18256 0.81423
H -2.35577 1.98102 -1.73943
H 4.06628 -0.27264 -1.29716
H 1.07122 -4.24469 -1.81419
H 2.63717 0.78134 -2.90567
H 0.29359 -2.01733 -2.40154
H 4.91808 -2.54063 -0.57633
H -4.28743 -2.55879 -0.99386
H -1.78724 -2.08030 -0.65215

Cartesian forces, eV/Å:
-0.6 1.9 2.4
0.0 -0.1 0.0
-1.6 1.0 2.2
-2.2 -0.6 0.6
-0.2 0.5 -1.9
-0.6 1.3 0.4
0.9 2.5 0.3
0.0 -3.1 0.6
1.6 -0.2 -3.5
-0.9 0.3 1.4
1.6 -2.1 -1.5
2.4 0.8 -0.5
-1.2 -0.9 0.3
1.9 0.1 0.2
0.4 -0.7 -1.0
1.1 0.9 0.1
0.8 -0.6 0.4
1.4 -0.1 0.4
-4.3 -0.7 -0.4
-1.2 -0.3 0.7
-2.2 1.8 1.5
2.1 -1.9 -0.3
-0.8 -0.1 -0.6
1.1 -0.5 -1.8
0.9 -0.1 -0.3
0.2 -0.6 0.0
-0.4 1.4 -0.7
0.9 0.5 0.1
0.1 -0.4 0.2
-0.2 1.0 -0.3
0.1 0.8 -0.7
0.1 -0.1 0.5
0.2 -0.4 -0.2
0.1 0.7 0.2
0.2 -0.3 0.2
-0.1 -0.9 0.0
-1.5 -1.2 0.6
0.9 -0.2 -0.1
-0.9 0.1 0.0
0.6 0.9 0.2
-0.5 -0.5 0.5

Löwdin population analysis, charges in e, atoms 1 to 5: 1.649 0.910 -0.159 -0.153 -0.006

ORCA calculation (wB97M-V/def2-TZVPD) on C16H15BiN2O2S2Se as an isolated structure.

ΔE to the lowest compared entry with this formula, charge and spin = 0.338 eV
Frontier orbital gap = 7.9 eV
Total charge = 0
HOMO = -0.294 hartree

Geometry (Å):
Bi -0.82628 -0.58811 -0.06257
Se -0.34928 -0.73846 -2.63915
S 0.93732 -2.38970 0.42307
S 1.19952 1.14921 0.58412
O -1.57494 -1.02748 2.59696
O -2.14277 -2.41743 0.96357
N 3.20325 0.16830 2.04418
N 1.27980 -0.03265 3.04759
C -0.83276 -3.91238 3.78173
C -1.38302 -2.35885 -2.96080
C 2.21905 -0.66275 3.97904
C 0.14866 -4.78016 4.23624
C -2.56963 -2.25506 -3.67533
C 1.33313 -4.91154 3.52457
C 3.53439 -0.68584 3.18188
C -2.86442 -4.63689 -3.51150
C -0.64356 -3.19536 2.61100
C 1.53889 -4.18139 2.36434
C -1.67462 -4.73293 -2.80620
C -0.92449 -3.59712 -2.53526
C 1.88595 0.36929 1.94717
C -3.30579 -3.39770 -3.95137
C -1.58530 -2.16984 2.06526
C 0.55576 -3.31022 1.89577
H 3.81155 0.30445 1.25743
H -1.32028 -5.69601 -2.46106
H 4.37157 -0.28501 3.75023
H -3.43469 -5.52945 -3.73409
H 2.46292 -4.27521 1.80614
H 1.87996 -1.65896 4.25914
H 2.10312 -5.58943 3.87073
H 0.26795 -0.20980 3.11528
H 3.78245 -1.69192 2.83862
H 2.30135 -0.05450 4.88154
H 0.01517 -3.68398 -2.01401
H -1.75995 -3.78771 4.32724
H -0.00265 -5.34920 5.14396
H -4.23208 -3.31723 -4.50597
H -2.90309 -1.28736 -4.02605

Cartesian forces, eV/Å:
-0.4 -0.2 0.7
0.2 -0.3 -0.6
0.2 -0.1 -0.1
0.1 0.3 -0.1
0.3 -0.2 0.1
-0.2 -0.1 -0.3
0.1 0.0 0.2
-0.6 -0.5 0.2
-0.1 0.0 -0.1
0.2 0.4 0.1
0.0 0.0 0.2
0.0 0.0 0.1
0.0 0.0 0.0
0.0 0.0 0.0
0.0 -0.1 0.0
0.0 0.0 0.0
0.3 0.1 -0.1
0.0 0.1 -0.1
0.0 0.0 0.0
0.0 -0.1 -0.1
0.1 0.2 -0.3
-0.1 0.0 0.0
-0.1 0.5 0.3
-0.1 0.0 0.1
-0.1 0.0 -0.1
0.0 0.0 0.0
0.0 0.0 0.0
0.0 0.0 0.0
0.0 0.0 0.0
0.0 0.0 -0.1
0.0 0.0 0.0
0.3 0.2 -0.2
0.0 0.0 0.0
0.0 0.0 0.0
0.1 0.1 0.1
0.0 0.0 0.0
0.0 0.0 0.0
0.0 0.0 0.0
0.0 0.0 0.1

Löwdin population analysis, charges in e, atoms 1 to 5: 1.164 0.489 0.547 0.505 -0.101

Which value of total charge does entry 1 give? +1